Record 1
The following is a quantum chemistry calculation of the molecule C2H7N3S2 at a distorted geometry, from the Open Molecules 2025 dataset.

The geometry in ORCA input format:
```
! RIJCOSX wB97M-V def2-TZVPD def2/J DEFGRID3
* xyz 0 1
N 1.186 1.844 -0.409
N 0.235 1.262 0.494
C 0.085 0.040 0.340
C -1.236 -0.432 1.008
S -2.443 -0.657 -0.528
N 0.806 -0.686 -0.552
S 2.154 -1.473 0.022
H 1.425 1.081 -1.203
H 0.819 2.814 -0.773
H -1.048 -1.290 1.667
H -1.717 0.523 1.492
H -3.559 -1.353 0.079
H 0.290 -1.237 -1.220
H 3.001 -0.437 -0.419
*
```

Output
F_max = 4.45 eV/A
SMILES string = N/N=C(/CS)NS
total energy = -1040.933533 Eh
LUMO energy = 0.55 eV

These are the Löwdin partial charges, in e, on atoms 1 to 4: -0.0404 0.0073 -0.6687 -0.3824

=====

Record 2
The following is a quantum chemistry calculation of the molecule C2H7N3S2 at a distorted geometry, from the Open Molecules 2025 dataset.

The geometry in ORCA input format:
```
! RIJCOSX wB97M-V def2-TZVPD def2/J DEFGRID3
* xyz 0 1
H -0.337 -0.427 2.873
N -0.081 -0.859 2.010
C -0.133 -0.101 0.891
N -0.724 1.324 0.890
S 0.542 2.506 0.853
N -0.015 -0.400 -0.475
C 0.698 -1.589 -0.857
S -0.108 0.712 -1.902
H -1.351 1.358 1.724
H 0.077 2.682 -0.534
H 1.753 -1.267 -1.456
H -0.063 -2.341 -1.458
H 1.076 -1.869 0.049
H -1.334 0.271 -2.609
*
```

Output
F_max = 5.88 eV/A
SMILES string = [H]/N=C(\NS)N(C)S
total energy = -1040.903588 Eh
LUMO energy = 0.25 eV

These are the Löwdin partial charges, in e, on atoms 1 to 4: 0.0145 0.1022 -0.4945 -0.4758

=====

Record 3
The following is a quantum chemistry calculation of a cluster of 2 separate species, C2H7N4 in total at a distorted geometry, from the Open Molecules 2025 dataset.

The geometry in ORCA input format:
```
! RIJCOSX wB97M-V def2-TZVPD def2/J DEFGRID3
* xyz 1 1
C -0.839 -0.165 0.286
C 2.065 -0.026 -1.071
N 3.049 0.158 1.103
N 2.496 0.100 0.065
N -2.124 -0.216 0.552
N -0.203 -0.140 -0.843
H -0.240 -0.184 1.284
H 2.034 -0.900 -1.577
H 1.796 0.991 -1.577
H 2.623 0.349 1.999
H -2.623 0.126 1.371
H -2.977 -0.369 -0.051
H -0.740 -0.205 -1.739
*
```

Output
F_max = 5.28 eV/A
total energy = -299.028361 Eh
LUMO energy = -5.28 eV

These are the Löwdin partial charges, in e, on atoms 1 to 4: -0.3622 0.0715 0.2824 -0.0285

=====

Record 4
The following is a quantum chemistry calculation of the ion C2H7N4 with charge +1 at a distorted geometry, from the Open Molecules 2025 dataset.

The geometry in ORCA input format:
```
! RIJCOSX wB97M-V def2-TZVPD def2/J DEFGRID3
* xyz 1 1
N -0.257 1.244 0.773
C 0.446 0.480 -0.444
C 0.196 -1.119 -0.417
N -0.682 -1.170 -1.645
N -0.865 -0.023 -2.212
N -0.382 0.979 -1.553
H 0.451 1.642 1.447
H -1.001 0.580 1.102
H -0.679 2.040 0.390
H 1.489 0.735 -0.733
H 1.081 -1.577 -0.676
H -0.428 -1.513 0.435
H -1.180 -2.023 -1.841
*
```

Output
F_max = 4.40 eV/A
SMILES string = [NH3+][C@H]1CNN=N1
total energy = -299.083316 Eh
LUMO energy = -3.91 eV

These are the Löwdin partial charges, in e, on atoms 1 to 4: 0.2375 -0.2089 -0.0312 -0.0237

=====

Record 5
The following is a quantum chemistry calculation of the ion C2H7N4O with charge +1 at a distorted geometry, from the Open Molecules 2025 dataset.

The geometry in ORCA input format:
```
! RIJCOSX wB97M-V def2-TZVPD def2/J DEFGRID3
* xyz 1 3
C -2.058 -0.365 -0.008
C 0.373 0.476 -0.489
N -2.117 -1.464 -0.551
N -0.410 1.673 -0.567
N -1.981 0.560 0.775
N 0.973 0.286 0.909
O -1.376 1.734 0.463
H -0.061 -0.439 -0.915
H 1.147 0.591 -1.219
H -2.919 -1.707 -0.957
H -0.871 1.479 -1.493
H 1.255 -0.633 1.276
H 0.133 0.800 1.399
H 1.744 0.864 1.100
*
```

Output
⟨S²⟩ = 2.0213
F_max = 5.10 eV/A
total energy = -374.065046 Eh
LUMO energy (alpha / beta) = -3.77 / -7.49 eV

These are the Löwdin partial charges, in e, on atoms 1 to 4: -0.2729 -0.2021 0.2271 0.0029

=====

Record 6
The following is a quantum chemistry calculation of the ion C2H7N4O with charge +1 at a distorted geometry, from the Open Molecules 2025 dataset.

The geometry in ORCA input format:
```
! RIJCOSX wB97M-V def2-TZVPD def2/J DEFGRID3
* xyz 1 3
C -0.910 -0.279 0.173
C -0.401 1.246 0.127
N 0.006 -1.121 0.322
N -2.152 -0.665 0.133
N 2.239 -0.794 -0.321
N 1.276 -0.402 0.540
O 0.990 1.045 0.383
H -0.586 1.678 -0.918
H -0.869 1.627 1.118
H -2.836 -0.022 -0.148
H -2.507 -1.523 0.388
H 3.075 -0.983 0.118
H 2.237 -0.235 -1.118
H 1.522 -0.618 1.444
*
```

Output
⟨S²⟩ = 2.0073
F_max = 10.40 eV/A
total energy = -374.081448 Eh
LUMO energy (alpha / beta) = -3.03 / -7.49 eV

These are the Löwdin partial charges, in e, on atoms 1 to 4: -0.4557 -0.0608 0.2154 0.2838

=====

Record 7
The following is a quantum chemistry calculation of a cluster of 2 separate species, C2H7N4OS in total at a distorted geometry, from the Open Molecules 2025 dataset.

The geometry in ORCA input format:
```
! RIJCOSX wB97M-V def2-TZVPD def2/J DEFGRID3
* xyz 1 1
C 0.087 1.530 0.032
C -1.106 1.089 -0.792
N 0.745 2.551 -0.238
N -0.541 -0.206 1.368
N 0.311 0.691 1.116
N 1.430 -1.871 -0.045
O -1.677 -1.523 -0.717
S -1.922 -0.311 -0.020
H -1.824 1.837 -1.152
H -0.816 0.490 -1.716
H 1.421 3.023 0.348
H -0.247 -0.770 2.146
H 2.102 -1.881 -0.840
H 0.387 -1.957 -0.107
H 1.650 -2.693 0.617
*
```

Output
F_max = 5.10 eV/A
total energy = -772.445226 Eh
LUMO energy = -6.98 eV

These are the Löwdin partial charges, in e, on atoms 1 to 4: -0.4348 -0.2258 0.2830 0.0145

=====

Record 8
The following is a quantum chemistry calculation of the molecule C2H7N5 at a distorted geometry, from the Open Molecules 2025 dataset.

The geometry in ORCA input format:
```
! RIJCOSX wB97M-V def2-TZVPD def2/J DEFGRID3
* xyz 0 1
H -0.224 1.916 -1.765
N 0.566 1.923 -1.130
C 0.452 1.174 -0.128
N 1.309 1.205 0.940
N -1.191 0.775 0.408
C -1.119 -0.540 0.290
N 0.070 -0.929 -0.112
N 0.224 -2.159 -0.737
H 2.151 1.731 0.747
H 1.485 0.299 1.350
H -1.988 1.219 0.849
H -1.991 -1.197 0.373
H 0.896 -2.733 -0.238
H -0.641 -2.682 -0.847
*
```

Output
F_max = 3.22 eV/A
SMILES string = [H]/N=C(/N)N/C=N/N
total energy = -354.078049 Eh
LUMO energy = 0.98 eV

These are the Löwdin partial charges, in e, on atoms 1 to 4: 0.0516 0.1133 -0.4469 0.0892

=====

Record 9
The following is a quantum chemistry calculation of the molecule C2H7N5 at a distorted geometry, from the Open Molecules 2025 dataset.

The geometry in ORCA input format:
```
! RIJCOSX wB97M-V def2-TZVPD def2/J DEFGRID3
* xyz 0 1
N -1.616 -0.454 -0.543
N -0.475 -0.161 0.305
C -0.098 1.150 0.843
C 1.333 1.240 0.553
N 1.771 0.224 -0.143
N 0.755 -0.530 -0.536
N 0.818 -1.866 -0.839
H -1.758 0.113 -1.304
H -2.377 -0.391 0.007
H -0.307 1.108 1.832
H -0.643 2.009 0.360
H 1.948 2.062 0.932
H -0.026 -2.049 -1.475
H 0.676 -2.456 0.009
*
```

Output
F_max = 4.25 eV/A
SMILES string = NN1CC=NN1N
total energy = -354.020451 Eh
LUMO energy = 1.03 eV

These are the Löwdin partial charges, in e, on atoms 1 to 4: 0.0724 -0.1179 -0.1856 -0.1449

=====

Record 10
The following is a quantum chemistry calculation of a cluster of 2 separate species, C2H7N5 in total at a distorted geometry, from the Open Molecules 2025 dataset.

The geometry in ORCA input format:
```
! RIJCOSX wB97M-V def2-TZVPD def2/J DEFGRID3
* xyz 0 1
N -0.739 0.827 -0.507
N -0.065 1.182 0.484
N -0.513 2.282 1.061
N -1.733 2.822 0.236
N -1.732 1.762 -0.716
H -0.777 2.150 1.955
H -1.452 3.663 -0.305
H -2.652 1.268 -0.679
C 1.736 -3.028 0.274
C 1.497 -2.295 -0.749
H 2.508 -2.880 0.997
H 0.977 -3.713 0.520
H 2.331 -1.678 -1.121
H 0.616 -2.361 -1.450
*
```

Output
F_max = 5.65 eV/A
SMILES string = N1=NNNN1.C=C
total energy = -353.987984 Eh
LUMO energy = 1.26 eV

These are the Löwdin partial charges, in e, on atoms 1 to 4: -0.0231 -0.0599 -0.0257 -0.0120

=====

Record 11
The following is a quantum chemistry calculation of a cluster of 3 separate species, C2H7N6O3 in total at a distorted geometry, from the Open Molecules 2025 dataset.

The geometry in ORCA input format:
```
! RIJCOSX wB97M-V def2-TZVPD def2/J DEFGRID3
* xyz 1 1
C 0.220 0.895 1.331
C 1.200 -0.398 -0.524
N -1.499 -0.842 1.273
N 0.189 2.059 1.912
N 1.556 -0.574 -1.843
N 1.076 -1.541 0.168
N 1.031 0.745 0.201
N -2.529 -0.288 -0.851
O -1.407 -0.834 -0.912
O -3.189 0.272 -1.644
O -2.555 -0.360 1.135
H -0.657 2.120 2.525
H 0.571 2.945 1.588
H 1.419 -1.585 -2.154
H 1.365 0.140 -2.533
H 0.841 -2.418 -0.378
H 0.932 -1.807 1.108
H 1.435 1.470 -0.401
*
```

Output
F_max = 5.50 eV/A
total energy = -634.160089 Eh
LUMO energy (alpha / beta) = -4.12 / -4.07 eV

These are the Löwdin partial charges, in e, on atoms 1 to 4: -0.1323 -0.4002 0.1338 0.1311

=====

Record 12
The following is a quantum chemistry calculation of a cluster of 2 separate species, C2H7NO in total at a distorted geometry, from the Open Molecules 2025 dataset.

The geometry in ORCA input format:
```
! RIJCOSX wB97M-V def2-TZVPD def2/J DEFGRID3
* xyz 0 1
C 0.497 1.333 -1.335
N 1.406 0.883 -2.061
C 1.133 0.093 -3.229
H 0.713 1.719 -0.335
H -0.595 1.330 -1.487
H 1.243 -0.930 -2.891
H 1.936 0.215 -3.958
H 0.175 0.235 -3.738
O -2.195 -1.691 5.419
H -2.260 -2.547 4.987
H -2.668 -1.719 6.253
*
```

Output
F_max = 1.43 eV/A
SMILES string = C=NC.O
total energy = -210.348320 Eh
LUMO energy = 1.09 eV

These are the Löwdin partial charges, in e, on atoms 1 to 4: -0.0992 -0.0944 -0.1579 0.0613